Here is 2 unconnected molecules or ions with the total composition C3H3BrO2 in a non-equilibrium geometry from the Open Molecules 2025 dataset. Energies are from the ωB97M-V functional and the def2-TZVPD basis.

ORCA input file:
```
! wB97M-V def2-TZVPD RIJCOSX def2/J DEFGRID3
* xyz 0 1
C 1.824 -1.848 0.079
C 0.949 -1.251 -0.448
C -0.899 0.575 -0.146
O -0.854 1.286 -1.251
O -0.244 1.157 0.887
Br -2.413 -0.384 0.098
H 2.519 -2.432 0.420
H -0.122 1.915 -1.306
H -0.759 0.982 1.667
*
```

Electronic energy ... -2840.3836 Ha
Max |F| ... 5.47 eV Å⁻¹
E_HOMO ... -0.3206 Ha
LUMO energy ... -0.032 Ha
Molecular weight ... 151.0 u
Gap between HOMO and LUMO ... 7.87 eV
ΔE to the lowest compared entry with this formula, charge and spin ... 5.490 eV

Per-atom Mulliken charges, elementary charge units:
1. C -0.33
2. C -0.65
3. C 0.48
4. O -0.36
5. O -0.32
6. Br 0.03
7. H 0.51
8. H 0.34
9. H 0.31

=====

Here is 2 unconnected molecules or ions with the total composition C3H3BrO2 in a non-equilibrium geometry from the Open Molecules 2025 dataset. Energies are from the ωB97M-V functional and the def2-TZVPD basis.

ORCA input file:
```
! wB97M-V def2-TZVPD RIJCOSX def2/J DEFGRID3
* xyz 0 1
C -0.863 1.498 0.781
C -0.162 0.563 1.046
C 0.588 -0.632 0.924
O 0.485 -1.316 -0.075
O 1.310 -0.929 2.021
H -1.585 2.227 0.611
H 1.969 -1.644 2.036
Br -1.193 -0.149 -4.260
H -0.547 0.382 -3.083
*
```

SMILES ... C#CC(=O)O.Br
Electronic energy ... -2840.5351 Ha
Max |F| ... 2.70 eV Å⁻¹
E_HOMO ... -0.3954 Ha
LUMO energy ... 0.012 Ha
Molecular weight ... 151.0 u
Gap between HOMO and LUMO ... 11.08 eV
ΔE to the lowest compared entry with this formula, charge and spin ... 1.367 eV

Per-atom Mulliken charges, elementary charge units:
1. C 0.10
2. C -0.28
3. C 0.31
4. O -0.48
5. O -0.44
6. H 0.44
7. H 0.35
8. Br -0.22
9. H 0.21

=====

Here is a molecular structure, C3H3CaFO2 in a non-equilibrium geometry from the Open Molecules 2025 dataset. Energies are from the ωB97M-V functional and the def2-TZVPD basis.

ORCA input file:
```
! wB97M-V def2-TZVPD RIJCOSX def2/J DEFGRID3
* xyz 1 2
F 2.296 -1.668 -4.075
H -0.110 -4.189 -4.040
H 1.548 -1.082 -3.849
O -0.945 -2.045 -1.707
O -0.400 -4.190 -1.947
C -0.711 -2.294 -3.034
C -0.433 -3.605 -3.181
C -0.755 -3.229 -1.010
H -1.044 -1.554 -3.755
Ca -1.104 -3.572 1.144
*
```

Electronic energy ... -1043.7011 Ha
Max |F| ... 2.61 eV Å⁻¹
E_HOMO (alpha / beta) ... -0.3530 / -0.4821 Ha
LUMO energy (alpha / beta) ... -0.188 / -0.192 Ha
Molecular weight ... 130.1 u
Gap between HOMO and LUMO (alpha / beta) ... 4.48 / 7.88 eV
ΔE to the lowest compared entry with this formula, charge and spin ... 1.007 eV

Per-atom Mulliken charges, elementary charge units:
1. F -0.39
2. H 0.35
3. H 0.41
4. O -0.31
5. O -0.30
6. C -0.44
7. C 0.03
8. C -0.36
9. H 0.52
10. Ca 1.50

=====

Here is a molecular structure, C3H3CaLiO3 in a non-equilibrium geometry from the Open Molecules 2025 dataset. Energies are from the ωB97M-V functional and the def2-TZVPD basis.

ORCA input file:
```
! wB97M-V def2-TZVPD RIJCOSX def2/J DEFGRID3
* xyz 3 2
O 0.422 0.788 0.153
C -0.749 0.302 0.403
C 1.212 -0.335 -0.816
O -1.444 0.657 1.345
O -0.978 -0.851 -0.234
C 0.115 -1.312 -0.905
Li 1.041 2.553 0.885
H 2.102 -0.678 -0.276
H 1.431 0.233 -1.727
H 0.214 -2.394 -0.940
Ca -3.366 1.036 2.113
*
```

Electronic energy ... -1025.8693 Ha
Max |F| ... 4.03 eV Å⁻¹
E_HOMO (alpha / beta) ... -0.7201 / -0.9154 Ha
LUMO energy (alpha / beta) ... -0.473 / -0.473 Ha
Molecular weight ... 134.1 u
Gap between HOMO and LUMO (alpha / beta) ... 6.73 / 12.04 eV
ΔE to the lowest compared entry with this formula, charge and spin ... 0.789 eV

Per-atom Mulliken charges, elementary charge units:
1. O -0.38
2. C 0.83
3. C -0.03
4. O -0.80
5. O -0.23
6. C -0.23
7. Li 0.98
8. H 0.31
9. H 0.29
10. H 0.40
11. Ca 1.84

=====

Here is a molecular structure, C3H3CeO2 in a non-equilibrium geometry from the Open Molecules 2025 dataset. Energies are from the ωB97M-V functional and the def2-TZVPD basis.

ORCA input file:
```
! wB97M-V def2-TZVPD RIJCOSX def2/J DEFGRID3
* xyz 2 2
C -2.020 -0.848 0.011
C -2.059 -2.177 0.115
H -3.008 -2.710 0.165
H -2.925 -0.238 0.020
H -1.139 -2.759 0.205
O 0.358 -0.742 -0.091
C -0.745 -0.107 -0.050
O -0.696 1.162 0.032
Ce 1.739 1.318 0.102
*
```

Electronic energy ... -740.9997 Ha
Max |F| ... 4.97 eV Å⁻¹
E_HOMO (alpha / beta) ... -0.6487 / -0.6489 Ha
LUMO energy (alpha / beta) ... -0.446 / -0.425 Ha
Molecular weight ... 211.2 u
Gap between HOMO and LUMO (alpha / beta) ... 5.53 / 6.08 eV
ΔE to the lowest compared entry with this formula, charge and spin ... 0.266 eV

Per-atom Mulliken charges, elementary charge units:
1. C -0.24
2. C -0.56
3. H 0.30
4. H 0.36
5. H 0.21
6. O -0.76
7. C 1.23
8. O -0.73
9. Ce 2.19

=====

Here is a single C3H3Cl molecule in a non-equilibrium geometry from the Open Molecules 2025 dataset. Energies are from the ωB97M-V functional and the def2-TZVPD basis.

ORCA input file:
```
! wB97M-V def2-TZVPD RIJCOSX def2/J DEFGRID3
* xyz 0 1
C 1.507 -0.651 0.011
C 0.133 0.018 0.030
C -1.364 0.642 0.015
Cl -2.743 -0.402 0.024
H 1.896 -0.771 1.071
H 1.886 -0.610 -1.101
H -1.314 1.774 -0.049
*
```

SMILES ... C=C=CCl
Electronic energy ... -576.0978 Ha
Max |F| ... 8.72 eV Å⁻¹
E_HOMO (alpha / beta) ... -0.3234 / -0.3234 Ha
LUMO energy (alpha / beta) ... 0.019 / 0.018 Ha
Molecular weight ... 74.5 u
Gap between HOMO and LUMO (alpha / beta) ... 9.31 / 9.30 eV
ΔE to the lowest compared entry with this formula, charge and spin ... 3.416 eV

Per-atom Mulliken charges, elementary charge units:
1. C -0.48
2. C 0.01
3. C -0.25
4. Cl -0.13
5. H 0.27
6. H 0.25
7. H 0.33

=====

Here is a single C3H3Cl2F molecule in a non-equilibrium geometry from the Open Molecules 2025 dataset. Energies are from the ωB97M-V functional and the def2-TZVPD basis.

ORCA input file:
```
! wB97M-V def2-TZVPD RIJCOSX def2/J DEFGRID3
* xyz 0 1
C -1.207 0.603 -0.589
C -0.473 -0.320 -0.026
Cl -1.299 -1.699 0.659
C 1.044 -0.200 0.294
F 1.403 0.404 1.533
Cl 2.083 -1.454 -0.175
H -2.268 0.577 -0.376
H -0.695 1.471 -1.015
H 1.413 0.618 -0.305
*
```

SMILES ... C=C(Cl)[C@@H](F)Cl
Electronic energy ... -1136.3100 Ha
Max |F| ... 3.58 eV Å⁻¹
E_HOMO ... -0.3792 Ha
LUMO energy ... 0.023 Ha
Molecular weight ... 129.0 u
Gap between HOMO and LUMO ... 10.96 eV
ΔE to the lowest compared entry with this formula, charge and spin ... 0.744 eV

Per-atom Mulliken charges, elementary charge units:
1. C -0.65
2. C 0.35
3. Cl -0.19
4. C 0.17
5. F -0.25
6. Cl -0.12
7. H 0.28
8. H 0.26
9. H 0.15

=====

Here is a single C3H3Cl2N molecule in a non-equilibrium geometry from the Open Molecules 2025 dataset. Energies are from the ωB97M-V functional and the def2-TZVPD basis.

ORCA input file:
```
! wB97M-V def2-TZVPD RIJCOSX def2/J DEFGRID3
* xyz 0 1
C -0.221 -0.161 0.101
C -1.692 -0.015 -0.060
Cl -2.396 1.546 0.700
Cl -2.278 -1.493 0.757
C -2.094 -0.035 -1.419
N -2.537 0.077 -2.460
H 0.180 -0.558 1.121
H 0.416 0.824 -0.047
H 0.241 -0.790 -0.581
*
```

SMILES ... CC(Cl)(Cl)C#N
Electronic energy ... -1091.2094 Ha
Max |F| ... 5.74 eV Å⁻¹
E_HOMO ... -0.4270 Ha
LUMO energy ... 0.004 Ha
Molecular weight ... 124.0 u
Gap between HOMO and LUMO ... 11.72 eV
ΔE to the lowest compared entry with this formula, charge and spin ... 0.913 eV

Per-atom Mulliken charges, elementary charge units:
1. C -1.22
2. C 0.83
3. Cl -0.15
4. Cl -0.13
5. C -0.02
6. N -0.33
7. H 0.32
8. H 0.30
9. H 0.38